(1)
DFT (ωB97M-V with the def2-TZVPD basis set) results for a structure of composition C7H10 at a distorted geometry.

Lowest unoccupied orbital energy (alpha / beta)   -0.6 / -0.6 eV
E_tot   -272.52347 Ha
Multiplicity   1
Gap between HOMO and LUMO (alpha / beta)   7.610 / 7.171 eV
Charge   0

CARTESIAN COORDINATES (ANGSTROEM)
C 1.517466 0.074779 -0.766381
C 0.066433 -0.340152 -0.708855
C -0.590904 -0.780600 0.608841
C 0.168630 -0.532472 1.908313
C -1.625564 0.218825 0.191909
C -0.947127 0.942930 -0.778231
C -0.943012 2.079767 -1.518875
H 2.186018 -0.781187 -0.636215
H 1.714682 0.532795 -1.741490
H 1.735461 0.818222 0.004735
H -0.194264 -1.047036 -1.512406
H -0.980293 -1.803402 0.585618
H -0.478180 -0.724708 2.770779
H 1.038550 -1.195733 1.977474
H 0.513796 0.503478 1.971592
H -2.695367 0.024075 0.161617
H -0.486327 2.010421 -2.518423

Cartesian forces (eV/Å) of the 2 atoms listed first:
0.2 0.0 0.0
0.5 0.3 -0.5

(2)
DFT (ωB97M-V with the def2-TZVPD basis set) results for an isolated molecule of C7H10 at a distorted geometry.

Lowest unoccupied orbital energy   -1.3 eV
E_tot   -272.43856 Ha
Multiplicity   1
Gap between HOMO and LUMO   5.588 eV
Charge   0

CARTESIAN COORDINATES (ANGSTROEM)
C 1.937308 -1.020324 -0.891870
C 1.142193 0.077433 0.065537
C 1.782656 0.582339 1.254141
C -1.159957 -0.516347 -0.869250
C -0.058570 0.381661 -0.472127
C -1.396991 0.529477 0.444492
C -2.596112 1.183966 0.324174
H 2.846241 -1.356860 -0.406209
H 2.105120 -0.585915 -1.901277
H 1.371673 -1.983816 -0.966391
H 2.800862 0.425213 1.342720
H 1.427138 1.418327 1.760246
H -1.115662 -1.578754 -0.464894
H -2.003609 -0.347205 -1.573809
H -0.799852 0.130100 1.303411
H -3.496672 0.703833 0.034899
H -2.785762 1.956874 1.016211

Cartesian forces (eV/Å) of the 2 atoms listed first:
-1.2 0.7 1.1
5.7 -1.7 2.4

(3)
DFT (ωB97M-V with the def2-TZVPD basis set) results for an isolated molecule of C7H10 at a distorted geometry.

Lowest unoccupied orbital energy   1.1 eV
E_tot   -272.53692 Ha
Multiplicity   1
Gap between HOMO and LUMO   9.210 eV
Charge   0
Structure (SMILES)   C1[C@@H]2CC3(CC3)[C@H]12

CARTESIAN COORDINATES (ANGSTROEM)
C 1.636258 0.686689 0.697195
C 1.411343 -1.045409 0.437200
C 0.548909 -0.982497 -0.860588
C -0.494708 -0.135570 -0.112842
C -1.970487 -0.351352 -0.070805
C -1.412608 0.946194 -0.599511
C 0.435146 -0.058051 1.078977
H 1.632629 1.316873 -0.183859
H 2.260901 1.027559 1.525060
H 2.461188 -0.477908 0.408459
H 0.160546 -1.952677 -1.204100
H 1.068051 -0.502836 -1.694118
H -2.398109 -1.050262 -0.785475
H -2.470660 -0.336222 0.895181
H -1.476104 1.133303 -1.669306
H -1.522126 1.836086 0.019005
H 0.129827 -0.053928 2.119522

Cartesian forces (eV/Å) of the 2 atoms listed first:
-0.6 0.7 0.1
0.7 0.9 -0.3

(4)
DFT (ωB97M-V with the def2-TZVPD basis set) results for a cluster of 2 separate species, C7H10 in total at a distorted geometry.

Lowest unoccupied orbital energy   1.2 eV
E_tot   -272.57199 Ha
Multiplicity   1
Gap between HOMO and LUMO   9.701 eV
Charge   0
Structure (SMILES)   C=C1C[C@@H]2[C@@H]3[C@H]1[C@H]23.[H][H]

CARTESIAN COORDINATES (ANGSTROEM)
C -0.835568 0.511739 -1.805254
C -0.166942 0.303232 -0.678838
C 1.317200 0.251310 -0.407288
C 1.285914 -0.807130 0.695892
C -0.031957 -1.539136 0.637057
C -0.790235 -0.218656 0.562400
C 0.174453 -0.528509 1.656744
H -0.350759 0.728674 -2.747564
H -1.914981 0.377637 -1.831012
H 1.693040 1.221684 -0.054799
H 1.895384 -0.053265 -1.281033
H 2.183977 -1.310159 1.042983
H -0.351164 -2.561051 0.545420
H -1.859852 -0.172707 0.754772
H 0.078400 -0.541019 2.727737
H -1.218811 2.251692 -0.260162
H -1.239659 2.344740 0.482482

Cartesian forces (eV/Å) of the 2 atoms listed first:
0.1 -0.2 -0.2
-0.1 0.6 -0.3

(5)
DFT (ωB97M-V with the def2-TZVPD basis set) results for a cluster of 2 separate species, C7H10 in total at a distorted geometry.

Lowest unoccupied orbital energy   0.6 eV
E_tot   -272.58042 Ha
Multiplicity   1
Gap between HOMO and LUMO   8.309 eV
Charge   0
Structure (SMILES)   C=CC1=CC=CC1.[H][H]

CARTESIAN COORDINATES (ANGSTROEM)
C 0.505261 -2.270123 -0.366075
C 0.329572 -1.395661 0.613479
C -0.036224 -0.085585 0.131453
C 0.464112 0.745716 -0.805114
C -0.247574 2.018187 -0.661888
C -1.289081 1.875288 0.170514
C -1.335217 0.462159 0.658160
H 0.033597 -3.226308 -0.261918
H 0.966833 -1.972398 -1.304726
H -0.034896 -1.715326 1.590145
H 1.109342 0.504685 -1.648185
H 0.091679 2.944903 -1.105813
H -2.005590 2.628003 0.452953
H -2.209948 -0.068006 0.218058
H -1.422197 0.327370 1.738005
H 2.473586 -0.701487 0.490533
H 2.606745 -0.071417 0.090420

Cartesian forces (eV/Å) of the 2 atoms listed first:
0.2 -0.8 0.0
-1.3 -0.5 -0.8

(6)
DFT (ωB97M-V with the def2-TZVPD basis set) results for an isolated molecule of C7H10 at a distorted geometry.

Lowest unoccupied orbital energy   0.9 eV
E_tot   -272.55179 Ha
Multiplicity   1
Gap between HOMO and LUMO   9.818 eV
Charge   0
Structure (SMILES)   C=CC#CC(C)C

CARTESIAN COORDINATES (ANGSTROEM)
C 3.160938 2.015589 1.076595
C 2.387724 0.896399 1.171744
C 1.266000 0.516795 0.326344
C 0.396839 -0.000898 -0.284306
C -0.966765 -0.354650 -0.762162
C -1.274443 -1.699774 -1.331622
C -2.082748 -0.227403 0.239834
H 3.584486 1.991421 2.079916
H 3.343634 2.748130 0.422997
H 2.608658 0.181118 1.945036
H -1.208069 0.360692 -1.562750
H -0.583439 -2.527045 -0.940130
H -0.980064 -1.644552 -2.448272
H -2.307594 -1.821274 -1.285224
H -2.421618 0.681477 -0.129377
H -2.084452 -0.157913 1.323761
H -2.839089 -0.958113 0.157617

Cartesian forces (eV/Å) of the 2 atoms listed first:
-1.3 -5.0 4.7
-0.6 1.5 -2.3

Which formula does entry 6 have?
C7H10